C33H44As3N5O3STi as an isolated structure in a non-equilibrium geometry, computed with the ωB97M-V functional and the def2-TZVPD basis.

Total energy (eV): -264998.96099
Total charge: -1
Gap between HOMO and LUMO (spin up / spin down) (eV): 6.155 / 7.060
F_max (eV Å⁻¹): 3.5
ΔE to the lowest compared entry with this formula, charge and spin (kcal per mole): 38.4
2S+1: 2

Geometry as XYZ:
```
90
Properties=species:S:1:pos:R:3:forces:R:3
Ti -1.2817 -1.2904 0.4849 -0.6 3.2 0.1
O -0.7199 -1.0671 -1.2278 0.7 0.0 -2.3
C -0.1689 -1.9182 -2.0659 0.5 -0.1 -0.1
C -0.5861 -1.9854 -3.3991 -0.1 0.1 -0.2
C 0.0382 -2.8121 -4.3155 0.0 0.1 0.2
C 1.1173 -3.5991 -3.9235 0.1 -0.1 -0.2
C 1.5196 -3.5908 -2.6044 -0.1 0.1 0.3
C 0.8662 -2.8049 -1.6439 -0.3 0.3 -0.5
C 1.1133 -3.0241 -0.2487 -0.1 0.0 0.9
N 0.3924 -2.4798 0.6864 0.4 -0.7 -0.6
N 0.5547 -2.9652 1.9504 0.4 -0.4 1.1
C -0.4495 -2.5941 2.7122 0.2 -0.1 -1.1
O -1.4255 -1.8923 2.2427 0.3 -1.7 3.0
C -0.4532 -2.9873 4.1273 -0.1 0.0 0.6
C -1.4562 -2.4858 4.9574 0.0 0.0 -0.3
C -1.5089 -2.8439 6.2924 0.0 0.0 0.1
C -0.5581 -3.7074 6.8193 0.0 0.0 0.0
C 0.4670 -4.1780 6.0074 0.0 0.0 0.1
C 0.5257 -3.8196 4.6726 -0.1 0.1 -0.2
H -1.4374 -1.3868 -3.6956 0.0 0.1 0.0
H -0.3232 -2.8457 -5.3359 0.0 0.0 0.0
H 1.6167 -4.2349 -4.6434 0.0 0.0 0.0
H 2.3356 -4.2267 -2.2787 0.0 -0.1 0.0
H 1.8221 -3.7927 0.0572 0.1 0.1 0.0
H -2.1861 -1.8169 4.5212 0.0 0.0 0.0
H -2.2886 -2.4396 6.9257 0.0 0.0 0.0
H -0.6210 -4.0160 7.8555 0.1 0.0 0.0
H 1.2293 -4.8227 6.4284 0.0 0.0 0.0
H 1.3143 -4.1801 4.0270 0.0 0.0 0.0
N -2.8907 2.8024 1.9845 -0.1 0.1 0.0
C -2.6116 1.5097 1.5767 0.1 -0.3 -0.3
S -1.1433 0.8222 2.1278 0.2 0.3 -0.1
N -3.4803 0.9606 0.7869 -0.5 0.6 0.0
N -3.2238 -0.3308 0.3668 -0.6 0.0 -0.1
C -4.2599 -0.8544 -0.2034 0.2 0.4 0.3
C -4.4022 -2.2129 -0.6396 0.3 -0.6 -0.2
C -5.6485 -2.6591 -1.1076 0.1 0.2 0.1
C -5.8602 -3.9664 -1.4798 -0.2 -0.1 -0.1
C -4.7992 -4.8741 -1.4157 0.1 0.1 0.0
C -3.5634 -4.4714 -0.9678 0.0 -0.1 0.0
C -3.3303 -3.1453 -0.5433 -0.4 0.0 -0.1
O -2.1722 -2.8335 -0.0641 -1.1 -1.8 -0.5
H -2.4574 3.0501 2.8584 0.0 0.0 0.0
H -3.8570 3.0782 1.8920 0.0 -0.1 0.0
H -5.1281 -0.2012 -0.3087 0.0 -0.1 0.0
H -6.4659 -1.9468 -1.1484 0.0 0.0 0.0
H -6.8407 -4.2934 -1.8006 0.0 0.0 -0.1
H -4.9542 -5.9035 -1.7144 0.0 0.0 0.0
H -2.7297 -5.1589 -0.8974 0.0 0.0 0.0
C 3.6560 0.1069 -0.0069 -0.3 -0.1 -0.1
As 1.7315 0.3093 0.5312 1.0 1.0 0.1
C 2.1130 -0.2098 2.3937 0.0 0.0 0.1
C 1.8265 2.2771 0.9422 -0.2 0.0 -0.2
C 1.7895 3.3682 -0.1673 -0.1 -0.2 0.2
C 1.1374 4.6255 0.4196 0.1 -0.1 -0.1
C 1.0340 2.9651 -1.4414 0.1 -0.2 0.1
As -0.8332 2.2912 -1.3340 -0.1 0.6 -0.1
C -0.9446 2.0286 -3.2870 -0.1 -0.2 0.0
C -1.7667 4.0551 -1.4419 0.0 -0.2 0.1
C 3.2471 3.6729 -0.5512 -0.1 -0.1 -0.1
As 3.5518 5.0638 -1.9180 0.2 0.0 0.0
C 5.5112 5.0377 -1.6703 0.0 0.0 0.0
C 3.5378 3.9453 -3.5408 0.0 0.0 0.0
H 4.3031 0.8010 0.5313 -0.1 0.0 0.0
H 3.7751 0.2518 -1.0818 0.0 0.0 0.0
H 3.9602 -0.9137 0.2317 0.0 0.0 0.0
H 2.8853 0.4313 2.8240 0.0 0.1 -0.1
H 2.4598 -1.2427 2.4139 -0.1 0.0 -0.1
H 1.2154 -0.1468 3.0070 0.0 0.0 0.0
H 2.7221 2.4470 1.5498 0.0 -0.1 0.0
H 0.9664 2.4126 1.5961 -0.1 0.0 0.0
H 0.1179 4.4042 0.7376 0.0 0.0 0.1
H 1.1041 5.4253 -0.3243 0.0 0.0 0.0
H 1.7044 4.9838 1.2821 0.0 0.0 0.1
H 1.5880 2.1482 -1.9216 0.0 0.1 -0.1
H 1.0332 3.8286 -2.1174 0.0 -0.1 -0.1
H -0.7305 2.9466 -3.8381 0.0 0.0 0.1
H -1.9531 1.6946 -3.5360 0.0 0.0 0.0
H -0.2446 1.2536 -3.5948 0.0 -0.1 0.0
H -1.3040 4.7206 -2.1741 0.1 -0.1 0.0
H -1.8093 4.5528 -0.4753 0.0 -0.1 0.0
H -2.7911 3.8455 -1.7555 0.0 0.0 0.0
H 3.7208 2.7497 -0.8991 0.1 0.1 0.0
H 3.7872 3.9992 0.3441 0.0 0.1 -0.1
H 5.7625 5.4590 -0.6968 0.0 0.0 0.0
H 6.0149 5.6287 -2.4353 -0.1 0.0 0.0
H 5.8870 4.0143 -1.7124 0.0 0.0 0.0
H 2.5259 3.8486 -3.9297 0.0 0.0 0.0
H 3.9246 2.9478 -3.3287 0.0 0.0 0.0
H 4.1539 4.4077 -4.3129 0.0 0.1 0.1
```
Positions in Å, forces in eV/Å.